# 1
18
Properties=species:S:1:pos:R:3 method="wB97M-V/def2-TZVPD" charge=0 de_lowest_kcal_mol=31.45 homo_energy_ev=-9.19 e_tot_ha=-397.517824 orbital_gap_ev=9.57
C -2.9383 0.0227 0.5205
N -1.9116 -0.4618 -0.3641
C -0.5595 -0.5170 -0.1768
N 0.2105 -0.8905 -1.2865
N 0.0553 -0.0457 0.8933
H -2.4976 0.7955 1.1485
H -3.4818 -0.8138 0.9471
H -3.6244 0.7072 -0.0167
H -2.2211 -1.1149 -1.0637
H 0.8873 -0.2128 -1.5840
H -0.1928 -1.5598 -1.9197
H 0.9835 -0.2898 0.5391
H 4.9867 -1.1644 -0.3985
H 4.3497 -1.3708 -1.6702
O 5.0664 -0.8438 -1.2906
H -0.4325 1.6125 1.7934
H -1.5492 2.5655 1.3650
O -0.7221 2.5551 1.8113

# 2
16
Properties=species:S:1:pos:R:3 method="wB97M-V/def2-TZVPD" charge=0 de_lowest_kcal_mol=26.57 homo_energy_ev=-9.35 e_tot_ha=-287.996143 smiles=CCN.O.O orbital_gap_ev=10.10
C -2.4332 0.2076 -0.1923
C -0.9413 0.0150 0.1016
N -0.1904 0.5435 -1.0685
H -2.7601 -0.2034 -1.1441
H -2.9861 -0.2975 0.6138
H -2.7527 1.2350 -0.2890
H -0.4946 0.4912 0.9596
H -0.6613 -1.0352 0.0835
H -0.4450 0.0780 -1.9353
H -0.3285 1.5251 -1.2887
H 2.2426 0.8263 0.8421
H 0.8253 1.5576 0.8412
O 1.5785 1.3010 1.3395
H 0.7846 -2.1601 -0.3556
H 1.7720 -1.6781 0.6681
O 1.7220 -1.9929 -0.2570